(1)
C20H30NaO15 | ωB97M-V with the def2-TZVPD basis set

Computed properties:
Max |F|, eV/Å: 8.74
Total charge: +1
M, g/mol: 533.44
Gap between HOMO and LUMO, eV: 7.829
LUMO, Eh: -0.163

Each line ends with the natural charge from an NBO analysis.
Positions of all 66 atoms, in Å:
Na  -0.3100  -0.0700  -0.6455  1.00
C  -2.4384  -9.1366  -6.0687  -0.62
C  -1.8382  -8.8067  -4.7016  0.06
C  -0.3328  -8.7672  -4.4951  -0.10
O  -0.2073  -7.6279  -3.7174  -0.46
C  -1.2489  -6.8813  -3.8573  0.97
O  -1.3030  -5.7322  -3.4809  -0.61
O  -2.2753  -7.5137  -4.4916  -0.47
H  -2.1954  -8.3152  -6.7427  0.23
H  -3.4809  -9.3343  -5.8190  0.23
H  -1.9669  -9.9650  -6.5974  0.22
H  -2.2864  -9.4636  -3.9562  0.18
H  0.3905  -8.7052  -5.3082  0.19
H  -0.1401  -9.7219  -4.0057  0.20
C  0.9270  -4.2084  5.4275  -0.63
C  0.5123  -5.0945  4.1989  0.06
C  -0.0050  -6.4359  4.4427  -0.11
O  -1.4158  -6.2523  4.2258  -0.50
C  -1.6070  -5.0850  3.4980  0.97
O  -2.6804  -4.7949  3.0383  -0.57
O  -0.4793  -4.4171  3.5228  -0.48
H  1.1874  -3.1851  5.1573  0.23
H  1.5789  -4.7657  6.1002  0.22
H  0.0025  -4.1647  6.0032  0.21
H  1.3802  -5.2404  3.5559  0.19
H  0.2151  -7.0013  5.3483  0.22
H  0.3118  -7.2119  3.7459  0.19
C  6.9984  5.3701  -6.2575  -0.62
C  5.7584  5.9281  -5.4177  0.06
C  4.5452  6.3313  -6.2598  -0.10
O  3.5035  5.9606  -5.3090  -0.48
C  3.9176  4.9984  -4.5246  0.97
O  3.2354  4.2015  -3.9008  -0.61
O  5.2630  4.8831  -4.5687  -0.49
H  7.3701  6.1576  -6.9131  0.22
H  6.5660  4.6316  -6.9326  0.22
H  7.8270  5.1020  -5.6020  0.23
H  6.1489  6.7576  -4.8282  0.19
H  4.4691  5.8663  -7.2427  0.20
H  4.5054  7.4002  -6.4696  0.21
C  -8.0243  1.2159  1.5375  -0.65
C  -7.6335  2.3871  0.6137  0.08
C  -6.5264  3.4580  0.9978  -0.10
O  -5.5698  3.3509  0.0073  -0.49
C  -5.7728  2.2713  -0.7944  0.98
O  -4.9434  1.6589  -1.4731  -0.63
O  -6.9016  1.7212  -0.4970  -0.49
H  -7.0583  0.8780  1.9127  0.23
H  -8.8159  0.6109  1.0954  0.25
H  -8.4024  1.5261  2.5116  0.23
H  -8.4913  2.8268  0.1049  0.19
H  -6.0523  3.1421  1.9271  0.19
H  -7.1435  4.3556  1.0371  0.21
C  4.3011  6.9078  5.1606  -0.64
C  3.6985  5.5304  5.5704  0.06
C  2.5126  5.4876  6.5477  -0.10
O  1.4658  5.0896  5.6531  -0.46
C  1.8412  4.6557  4.5889  0.98
O  1.1838  4.0707  3.7507  -0.62
O  3.0912  5.1125  4.3922  -0.50
H  5.0638  6.8966  4.3819  0.24
H  4.8548  7.4688  5.9134  0.22
H  3.5042  7.5388  4.7670  0.21
H  4.5492  4.9518  5.9306  0.19
H  2.3349  6.4991  6.9131  0.21
H  2.5320  4.6974  7.2982  0.21

Forces on atoms 1 to 6 (eV/Å):
-0.13 0.07 -0.05
1.10 -0.62 0.23
-0.57 -1.72 -2.28
-0.31 -1.97 -0.66
2.18 -0.59 1.22
-2.33 3.71 0.46

---

(2)
C20H30ReSi2 | ωB97M-V with the def2-TZVPD basis set

Computed properties:
Spin multiplicity: 2
Max |F|, eV/Å: 1.55
⟨S²⟩: 0.760
Total charge: +2
M, g/mol: 512.84
Gap between HOMO and LUMO (alpha / beta), eV: 6.642 / 6.928
LUMO (alpha / beta), Eh: -0.272 / -0.299

Each line ends with the Mulliken spin population.
Positions of all 53 atoms, in Å:
Re  -0.0616  -0.1146  0.0120  0.20
C  -3.4106  2.9608  1.2145  0.00
C  -2.1084  2.6306  0.4749  0.00
C  -1.0093  3.6343  0.8080  0.00
C  -1.7366  1.2027  0.7864  -0.04
C  -0.8252  0.8674  1.8251  0.02
C  -0.5755  -0.4826  2.1778  -0.01
C  -1.0864  -1.5457  1.4037  -0.03
C  -0.7082  -2.9814  1.6681  0.00
C  -1.9251  -1.2172  0.3066  -0.05
C  -2.3114  0.1308  0.0579  0.04
H  -3.7262  3.9754  0.9758  0.00
H  -3.2675  2.8986  2.2947  0.00
H  -4.2182  2.2823  0.9370  0.00
H  -2.3019  2.6774  -0.6001  0.00
H  -0.8671  3.7384  1.8848  0.00
H  -1.2868  4.6175  0.4313  0.00
H  -0.0564  3.3581  0.3489  0.00
H  -0.3409  1.6603  2.3757  0.01
H  0.1078  -0.6976  2.9896  -0.01
H  -0.3963  -3.1168  2.7019  0.00
H  0.1098  -3.2980  1.0213  0.00
H  -1.5542  -3.6405  1.4801  0.00
H  -2.3078  -2.0266  -0.3006  0.00
H  -3.0049  0.3552  -0.7450  0.00
C  -1.4479  -1.5200  -3.0789  -0.01
Si  -0.8163  0.0258  -2.3066  0.21
C  -1.6096  1.5149  -3.0377  -0.01
C  1.1057  0.1415  -1.9999  -0.01
C  1.4051  0.2298  -3.3829  0.02
C  2.7058  0.3969  -3.8187  0.01
C  3.7454  0.4803  -2.9034  0.01
C  3.4777  0.3930  -1.5505  0.03
C  2.1583  0.2113  -1.0876  0.09
Si  2.2984  0.0680  0.8144  0.51
C  3.1307  -1.4599  1.4223  -0.01
C  2.8179  1.5847  1.7197  -0.01
H  -1.3211  -1.4827  -4.1644  0.00
H  -2.5236  -1.5881  -2.8919  0.00
H  -0.9639  -2.4246  -2.7129  0.00
H  -1.4661  1.5245  -4.1217  0.00
H  -1.2225  2.4518  -2.6390  0.00
H  -2.6880  1.4656  -2.8680  0.00
H  0.6302  0.1761  -4.1442  0.00
H  2.8983  0.4621  -4.8814  0.00
H  4.7662  0.6086  -3.2386  0.00
H  4.3082  0.4546  -0.8550  -0.01
H  4.2178  -1.3502  1.3547  0.01
H  2.8521  -2.3549  0.8670  0.00
H  2.8925  -1.6058  2.4786  0.00
H  3.9026  1.7157  1.6599  0.01
H  2.5742  1.4736  2.7793  0.00
H  2.3488  2.4910  1.3376  0.00

Forces on atoms 1 to 6 (eV/Å):
0.20 0.60 -1.42
-0.01 -0.02 0.01
-0.02 0.07 -0.03
0.00 -0.02 -0.04
0.30 -0.09 -0.05
-0.26 0.02 0.12

---

(3)
C20H31AsF2LaN2SSi | ωB97M-V with the def2-TZVPD basis set

Computed properties:
Max |F|, eV/Å: 2.68
Total charge: -1
M, g/mol: 611.46
Gap between HOMO and LUMO, eV: 7.060
LUMO, Eh: 0.101

Each line ends with the Mulliken charge.
Positions of all 59 atoms, in Å:
La  0.1755  1.5797  2.0359  1.66
C  4.6945  -1.1336  1.8957  -1.11
Si  3.4197  -0.1167  0.9324  0.07
C  4.0353  -0.3968  -0.7920  -1.07
C  3.7501  1.6793  1.4814  -1.37
N  1.8258  -0.3250  1.3197  -0.15
C  1.2082  -1.5460  1.2205  0.39
C  1.6331  -2.6976  0.5329  0.19
C  0.9628  -3.9394  0.6821  -0.88
C  -0.2230  -4.1225  1.3982  -0.75
C  -0.7475  -3.0049  1.9705  -0.40
C  -0.0102  -1.8620  1.9127  0.37
F  -0.5786  -0.7430  2.5564  -0.35
H  4.4500  -2.1951  2.0394  0.34
H  4.7464  -0.7308  2.9274  0.27
H  5.7322  -1.0875  1.4569  0.31
H  3.6543  -1.3767  -1.2179  0.29
H  5.1256  -0.4382  -0.7884  0.44
H  3.7777  0.4105  -1.5125  0.26
H  4.7457  2.1966  1.2270  0.26
H  3.6679  1.6852  2.5988  0.32
H  3.0378  2.3978  1.1580  0.45
H  2.5148  -2.6475  -0.0708  0.26
H  1.3670  -4.8093  0.1536  0.34
H  -0.7165  -5.1114  1.4877  0.34
H  -1.7376  -2.8290  2.4787  0.36
F  -0.4221  1.8025  4.0640  -0.68
C  0.3302  0.2540  -2.2078  -1.05
C  -0.7234  -0.5863  -1.5977  0.63
C  -1.0141  -1.8952  -1.9803  -0.45
C  -1.9940  -2.6884  -1.4475  -1.22
C  -2.7411  -2.0706  -0.4052  -0.56
C  -2.5708  -0.7725  0.0443  1.17
C  -3.4259  -0.1345  1.1279  -1.30
C  -1.4797  -0.0315  -0.5130  0.69
N  -1.2036  1.2280  0.0317  -0.02
H  0.3424  0.1186  -3.3476  0.32
H  1.2448  -0.0199  -1.7818  0.02
H  0.2248  1.2883  -1.9065  -0.17
H  -0.4835  -2.2576  -2.8661  0.33
H  -2.3172  -3.6759  -1.7727  0.39
H  -3.4358  -2.6779  0.1975  0.29
H  -4.0062  0.6955  0.6852  0.12
H  -2.7127  0.2595  1.8451  0.17
H  -4.1880  -0.8198  1.5418  0.42
C  -2.9211  1.7748  -2.1634  -1.54
As  -1.6437  2.7018  -0.8100  0.38
C  -3.0297  3.6021  0.1726  -1.07
C  -0.8732  3.5800  -2.3368  -1.39
S  0.1521  3.8068  0.4531  -0.80
H  -3.4582  2.5967  -2.7898  0.36
H  -3.7126  1.2242  -1.6329  0.38
H  -2.3805  1.1334  -2.8377  0.44
H  -3.6162  2.8832  0.7105  0.29
H  -3.6762  4.1286  -0.5497  0.39
H  -2.5920  4.3389  0.8677  0.31
H  0.1767  3.6120  -2.2916  0.49
H  -1.1649  4.6134  -2.2983  0.37
H  -1.1951  3.1518  -3.2894  0.42

Forces on atoms 1 to 6 (eV/Å):
1.23 0.19 -1.71
0.58 -0.20 0.79
2.28 1.07 0.21
-0.59 -0.37 -1.77
1.76 0.14 0.83
-2.01 -0.79 0.21

---

(4)
C20H31BN2O4S2 | ωB97M-V with the def2-TZVPD basis set

Computed properties:
Max |F|, eV/Å: 3.30
Total charge: 0
M, g/mol: 438.42
Gap between HOMO and LUMO, eV: 7.469
LUMO, Eh: -0.031

Each line ends with the natural charge from an NBO analysis.
Positions of all 60 atoms, in Å:
C  3.1199  -3.6233  0.6935  -0.25
O  3.4604  -3.5716  -0.7034  -0.75
B  3.9585  -2.2915  -1.0851  1.19
O  5.2548  -2.2864  -1.6618  -0.90
C  3.1075  -0.9217  -0.9134  -0.36
C  3.0185  -0.2901  0.4787  -0.22
C  2.3041  0.9670  0.7594  0.08
C  2.3583  1.4946  2.2305  -0.45
C  1.2833  2.5803  2.6084  -0.41
C  -0.1316  1.9041  2.7681  -0.41
C  -1.3217  2.9247  3.0061  -0.41
C  -2.2600  3.1398  1.7598  -0.40
C  -3.1091  1.8600  1.3199  -0.42
C  -3.1748  0.7006  2.3839  -0.42
C  -4.1420  -0.4225  1.7790  -0.08
O  -3.5285  -0.8339  0.5319  -0.52
C  -4.1973  -1.8975  -0.0632  0.79
C  -4.8511  -3.0947  0.7085  -0.74
O  -4.2481  -1.9085  -1.2764  -0.56
C  1.6189  1.6061  -0.4070  0.09
N  0.8813  2.7679  -0.3674  -0.60
S  0.3140  2.9955  -1.9380  0.86
N  1.0036  1.6957  -2.7461  -0.58
C  1.7061  0.9671  -1.8113  0.10
C  2.4678  -0.2866  -2.0866  0.01
C  2.6661  -0.9986  -3.4582  -0.45
C  1.8944  -0.3923  -4.6894  -0.41
C  0.4032  -0.9593  -4.6808  -0.53
S  -0.7975  0.1992  -5.4600  -0.06
H  3.1513  -4.6598  1.1261  0.20
H  3.8304  -2.9834  1.2960  0.16
H  2.0764  -3.2190  0.8755  0.19
H  5.3244  -3.1293  -2.1597  0.50
H  3.5470  -0.8382  1.2956  0.21
H  2.1598  0.5993  2.9001  0.21
H  3.4063  1.8273  2.4570  0.23
H  1.5686  2.9631  3.6407  0.20
H  1.2867  3.4929  1.9489  0.23
H  -0.3652  1.3003  1.8495  0.21
H  -0.0861  1.2307  3.6796  0.20
H  -0.8698  3.9410  3.2423  0.21
H  -1.8929  2.6404  3.9379  0.20
H  -2.9790  3.9976  1.9364  0.20
H  -1.6369  3.4472  0.8711  0.21
H  -2.7426  1.5473  0.3086  0.23
H  -4.1752  2.2220  1.1699  0.20
H  -3.5575  1.0154  3.3915  0.21
H  -2.1923  0.1677  2.5459  0.21
H  -5.1993  -0.0602  1.6817  0.19
H  -4.0379  -1.3025  2.4889  0.18
H  -4.1716  -3.4555  1.5358  0.23
H  -4.9478  -3.9409  -0.0176  0.25
H  -5.8618  -2.8224  1.1242  0.24
H  3.7793  -0.9778  -3.6804  0.24
H  2.3902  -2.0972  -3.4041  0.22
H  1.9590  0.7209  -4.7981  0.24
H  2.3807  -0.8250  -5.6199  0.20
H  0.1373  -1.1504  -3.6053  0.23
H  0.4540  -1.9684  -5.1921  0.22
H  -1.7945  0.2928  -4.5051  0.15

Forces on atoms 1 to 6 (eV/Å):
-0.74 0.53 0.98
0.54 1.18 0.42
0.54 -0.57 -0.36
-2.21 -0.32 -0.32
-1.21 2.39 -0.15
-1.63 1.92 -1.86

---

| no. | electronic energy (hartree) |
| --- | --- |
| 1 | -2070.7308 |
| 2 | -1436.7448 |
| 3 | -4045.1489 |
| 4 | -2012.3539 |